DFT (ωB97M-V with the def2-TZVPD basis set) results for a structure of composition C46H38I2N3OPSe2Tc in a non-equilibrium geometry.

Each line ends with the Mulliken charge.
Element x y z (Å)
1 C -4.300719 -2.061899 -1.716211  -1.760
2 H -2.195605 1.911807 5.952526  0.420
3 C 4.118902 2.095966 1.213114  0.967
4 N -1.885442 -1.174264 -0.390407  0.300
5 H -2.152776 0.429943 -1.659029  0.275
6 C -3.444921 -1.121533 -2.469537  0.223
7 H 2.745491 -0.897960 -2.811049  0.423
8 H 2.159870 4.819526 -3.494048  0.476
9 C 4.828491 2.465123 2.372808  -1.166
10 C -3.657613 -2.713575 2.352251  -0.207
11 H 4.975624 2.399490 4.498687  0.400
12 C 4.407530 2.082452 3.632701  -1.218
13 O -1.740230 -1.345201 2.206718  -0.378
14 H 5.631833 2.899500 -0.044863  0.393
15 C 2.097708 -2.448491 1.608059  0.572
16 C 1.558890 -4.660382 2.641701  -0.833
17 I -3.430624 -2.792907 4.431287  -0.019
18 N 1.914003 1.850429 -0.613474  0.932
19 C -4.063985 -2.376789 -0.426132  2.010
20 H 1.695945 -5.733881 2.697901  0.404
21 C -2.875184 -1.833653 0.218403  -0.081
22 H 1.405720 0.217671 0.450451  -0.146
23 H 4.117726 -2.953812 -0.030905  0.419
24 C -2.068121 -2.894688 -3.434455  -1.062
25 H 1.770973 -1.005405 5.482180  0.478
26 C -1.201447 -0.325101 -3.901777  -0.333
27 C 1.477158 -2.101406 0.225169  -1.181
28 H 3.008340 -4.412157 1.147968  0.302
29 C 4.619205 2.511586 -0.082602  -0.750
30 H 2.948963 1.041733 4.813929  0.522
31 P 0.990957 -0.076461 2.795641  2.360
32 C 2.709225 2.302102 -1.644209  1.439
33 H -0.204811 -2.985110 -2.362931  0.216
34 H 4.008154 -0.582801 0.402571  0.530
35 H 1.042370 -3.025054 -0.183226  1.587
36 H -2.556853 -0.389328 -5.560026  0.477
37 H 4.376016 -2.395863 -1.684039  0.468
38 H 0.012615 -4.666291 4.197884  0.439
39 C 2.278399 -3.928288 1.786548  -1.196
40 C 2.990525 1.270515 1.434674  0.577
41 H 3.832071 0.018056 -1.223154  0.984
42 C 3.613983 -2.725501 -0.972076  -2.356
43 C -0.765725 1.061434 4.598287  -0.458
44 C 0.349394 0.240196 4.462971  0.491
45 N -0.980572 -0.971003 -2.631781  0.784
46 Tc -0.275503 -0.920278 0.975521  -0.832
47 C 3.272319 -0.352648 -0.368697  -2.428
48 C -0.770101 0.672816 6.966687  -0.530
49 H -0.452732 4.207830 -0.175969  0.493
50 C -3.029887 -1.798656 -3.832937  0.030
51 C 2.344890 0.727913 0.211175  0.380
52 C -2.140003 -0.658749 -1.745771  -1.258
53 C 2.548532 -1.633157 -0.798584  2.846
54 C 1.120265 -1.851797 2.607563  -0.125
55 C 1.010835 4.633833 -1.696102  -0.496
56 H -5.418487 -3.962560 2.298947  0.361
57 H 4.670608 2.888916 -2.171938  0.476
58 C -4.735687 -3.365078 1.711989  -0.337
59 C -1.323237 1.279266 5.849986  -0.877
60 C -1.010229 -2.416025 -2.801758  -0.136
61 H -4.036493 -0.235921 -2.716226  0.462
62 H 0.843464 5.700632 -1.596743  0.430
63 C -2.247978 -0.761436 -4.593047  -1.016
64 H 3.077679 -1.961016 1.707775  0.428
65 C -2.736598 -1.975319 1.641059  -0.423
66 H 1.136548 -0.667050 -2.122864  -0.075
67 H -1.203945 1.508473 3.714040  0.354
68 C -4.920465 -3.207864 0.377322  -0.680
69 C 0.910527 -0.356435 5.591411  0.054
70 C 0.780583 2.544652 -0.267157  0.240
71 H 1.657889 -2.264556 -2.675403  0.632
72 I -6.549945 -4.209841 -0.506588  0.005
73 C 2.559154 0.874316 2.694398  0.062
74 H -5.147704 -2.480698 -2.246360  0.088
75 C 3.269871 1.305662 3.815829  -0.523
76 C 0.412534 3.791064 -0.676980  -0.801
77 C 1.692097 4.172159 -2.763237  -0.856
78 H 3.160279 -3.642903 -1.352605  0.394
79 Se 1.877089 1.645074 -4.509399  -0.068
80 H 5.718198 3.075080 2.267006  0.449
81 C 0.349976 -0.139255 6.838773  -0.948
82 Se -0.427218 1.340902 -4.554194  -0.005
83 C 0.582883 -4.047538 3.516562  -1.166
84 H -3.906429 -2.150071 -4.372399  0.853
85 C 1.977786 -1.347337 -2.179368  -1.672
86 H -0.329761 -2.268967 4.168787  0.475
87 H 0.166935 2.032754 0.467803  0.174
88 H 0.777300 -0.612255 7.713760  0.425
89 C 1.825318 2.692399 -2.803386  -0.354
90 H 0.847740 2.323303 -2.508393  -0.010
91 C 0.400662 -2.709087 3.507411  -0.629
92 H -2.262612 -3.940300 -3.627222  0.416
93 C 4.036358 2.556457 -1.356849  -1.418
94 H -1.214638 0.830025 7.941264  0.409

Atoms 1-2, force components in eV/Å:
-0.2 0.1 -0.9
0.0 0.0 0.0

Results
Molar mass (g mol⁻¹): 1189.53
HOMO-LUMO gap (spin up / spin down) (eV): 3.08 / 2.95
2S+1: 2
Lowest unoccupied orbital energy (spin up / spin down) (eV): -2.4 / -3.0
Total charge: 0
Calculated total energy (eV): -213209.2491